# 1
The following is a DFT calculation (ωB97M-V/def2-TZVPD) of C49H41Cl3N6O8PSW as an isolated structure.

## Properties
energy relative to the best compared isomer or geometry (same formula, charge and spin) = 14.3 kcal per mole
gap between HOMO and LUMO (alpha / beta) = 6.69 / 6.68 eV
HOMO (alpha / beta) = -10.3 / -10.3 eV
total charge = +1

The geometry in XYZ format:
```
110
Properties=species:S:1:pos:R:3:forces:R:3
W 0.366887 -0.191106 0.627967 -0.92 -0.25 0.08
O -4.112911 -0.675907 3.718841 0.09 -0.10 -0.11
C -3.915499 0.647572 3.642676 0.05 0.09 -0.04
C -4.680528 1.450927 4.489904 -0.01 0.01 0.00
C -4.541570 2.821242 4.469822 -0.01 -0.02 0.01
C -3.635238 3.437717 3.605638 0.00 0.03 -0.01
C -2.870521 2.656415 2.772031 0.04 -0.02 0.03
C -2.987648 1.259578 2.777689 -0.16 0.06 -0.22
C -2.123211 0.479150 1.902771 0.03 -0.38 0.20
O -1.161717 1.067040 1.227599 0.23 0.13 -0.02
N -2.195236 -0.830626 1.848631 -0.18 0.23 -0.15
N -1.218550 -1.256604 0.997898 0.72 0.34 0.49
C -0.266865 -2.203301 1.280302 0.14 0.03 -0.04
C 0.031343 -3.198941 0.233791 0.05 -0.06 -0.05
C -0.075588 -4.575803 0.368342 -0.02 0.03 0.01
C 0.257481 -5.399715 -0.697804 0.00 -0.05 0.01
C 0.704319 -4.847964 -1.890738 0.01 0.01 -0.02
C 0.831266 -3.471807 -2.034325 -0.08 0.00 -0.04
C 0.490712 -2.657527 -0.962726 0.07 0.01 0.05
O 0.664792 -1.306223 -1.010004 0.08 0.01 -0.08
H -3.524053 -1.136017 3.087568 -0.04 0.07 0.07
H -5.380709 0.964256 5.155068 0.00 0.00 0.00
H -5.146653 3.423407 5.135083 0.00 0.00 0.00
H -3.535120 4.514110 3.593710 0.00 0.00 0.00
H -2.160070 3.108369 2.091786 -0.01 0.00 0.02
H -0.111598 -2.434235 2.331083 0.01 -0.07 -0.02
H -0.422452 -5.001383 1.301925 0.00 0.01 0.00
H 0.171771 -6.473088 -0.598386 0.00 0.01 0.00
H 0.968982 -5.496316 -2.715843 0.00 0.01 0.00
H 1.204150 -3.037471 -2.953686 0.01 0.00 0.01
C 2.731118 2.556925 -1.134015 -0.03 0.02 0.04
C 2.285966 2.588130 0.281256 0.00 -0.04 -0.05
N 1.581637 1.672501 0.933564 -0.03 0.07 -0.05
C 1.467656 2.107373 2.236712 0.03 0.03 -0.13
C 2.086528 3.308855 2.370223 -0.16 -0.08 -0.10
N 2.581751 3.589291 1.125021 0.08 0.10 0.00
C 2.324067 4.246349 3.498950 0.26 -0.03 0.11
O 1.850470 3.892083 4.673204 -0.07 0.09 0.02
O 2.959351 5.248634 3.294482 -0.09 0.00 -0.03
C 0.880651 1.166055 3.206623 -0.02 0.02 0.06
O 0.710003 1.452818 4.374979 0.02 -0.06 -0.11
O 0.665154 -0.000921 2.661700 -0.16 -0.18 -0.08
H 2.503612 1.592075 -1.583186 -0.01 0.00 0.01
H 3.807585 2.739739 -1.193618 -0.08 0.01 0.00
H 2.226699 3.331618 -1.711619 -0.01 0.00 0.00
H 3.152738 4.400813 0.926361 0.01 0.01 0.03
H 1.366857 3.026368 4.653826 0.01 -0.03 0.00
C -2.106253 -0.105731 -1.839106 0.07 0.03 0.03
P -0.654863 0.959003 -1.546818 0.04 0.02 0.21
C 0.220347 0.966283 -3.139871 -0.04 -0.07 -0.01
C 0.657698 2.160143 -3.712813 0.02 0.00 0.02
C 1.329088 2.153196 -4.925777 0.01 0.00 -0.02
C 1.558415 0.955214 -5.587797 -0.01 0.01 0.01
C 1.101866 -0.234692 -5.038447 0.01 -0.01 0.00
C 0.435850 -0.231845 -3.822244 -0.01 0.00 0.00
C -1.328148 2.642115 -1.416237 0.01 -0.01 -0.05
C -0.933216 3.533417 -0.422296 0.01 -0.02 0.06
C -1.437090 4.826509 -0.397262 0.00 -0.01 -0.02
C -2.345800 5.238935 -1.359901 0.00 -0.01 0.01
C -2.753566 4.354659 -2.349903 0.01 -0.01 0.01
C -2.244083 3.066864 -2.380515 -0.01 0.01 -0.02
H -2.591578 0.158293 -2.777186 0.00 0.03 0.00
H -2.806193 0.015359 -1.013092 0.00 0.01 0.01
H -1.786058 -1.145460 -1.876629 0.01 0.00 -0.01
H 0.455330 3.103539 -3.221771 0.00 0.00 -0.01
H 1.657344 3.087575 -5.361918 0.00 0.00 0.00
H 2.072227 0.951793 -6.540022 0.00 0.00 0.00
H 1.250477 -1.168234 -5.565879 0.00 0.00 0.00
H 0.069530 -1.161510 -3.411901 -0.01 0.02 -0.01
H -0.265024 3.212076 0.364665 -0.01 0.02 -0.04
H -1.127384 5.507317 0.385278 0.00 0.00 0.00
H -2.742141 6.245320 -1.335493 0.00 0.00 0.00
H -3.468026 4.667477 -3.099479 0.00 0.00 0.00
H -2.559493 2.396439 -3.170443 0.01 -0.01 -0.01
Cl 10.500254 -3.697332 -4.686070 0.01 -0.01 -0.01
C 9.238197 -3.069073 -3.688487 0.01 0.00 0.01
C 8.023349 -2.722710 -4.253931 -0.01 -0.01 -0.03
C 7.028738 -2.216347 -3.435575 0.00 -0.01 0.02
C 7.210564 -2.049799 -2.065808 0.05 -0.01 0.00
C 6.072092 -1.488067 -1.248698 -0.04 0.06 -0.01
C 5.462806 -2.529230 -0.308672 -0.03 -0.11 0.03
N 4.384852 -1.932905 0.469778 0.05 0.03 0.08
C 4.481980 -1.442513 1.748474 -0.04 0.02 -0.07
C 3.293039 -0.844318 2.019131 0.00 -0.09 0.02
N 2.468448 -0.959850 0.915169 0.07 -0.05 -0.03
C 3.169397 -1.620051 0.006539 -0.01 0.05 -0.12
O 6.483432 -0.359663 -0.507541 0.06 -0.01 0.11
C 5.651869 0.788902 -0.556498 0.03 0.02 -0.08
C 6.392828 1.932186 -1.179216 -0.04 0.09 0.04
C 6.531151 3.178321 -0.645166 0.02 -0.03 0.01
Cl 5.938638 3.722494 0.878221 -0.03 0.01 0.00
S 7.437204 4.244006 -1.637870 -0.01 -0.03 0.02
C 7.656410 3.009455 -2.804540 0.00 0.02 -0.02
C 7.056777 1.848938 -2.439640 0.00 -0.05 -0.02
C 8.447787 -2.411994 -1.531813 -0.02 0.03 -0.01
Cl 8.792777 -2.238642 0.160484 0.00 -0.01 0.02
C 9.461473 -2.915903 -2.330126 -0.04 0.00 -0.02
H 7.864984 -2.844970 -5.315867 0.00 0.00 0.00
H 6.078121 -1.936562 -3.875358 0.00 0.00 0.00
H 5.289121 -1.184906 -1.955023 0.00 -0.01 -0.03
H 6.209538 -2.896963 0.390269 0.01 0.00 -0.02
H 5.074035 -3.373103 -0.879127 -0.02 0.00 0.01
H 5.372975 -1.567498 2.338145 -0.01 0.02 0.01
H 2.973121 -0.391391 2.937428 -0.02 0.02 0.00
H 2.831412 -1.879386 -0.980797 0.01 0.01 0.02
H 5.328524 1.042188 0.457398 0.03 -0.01 -0.01
H 4.752612 0.567859 -1.145761 0.01 -0.01 0.02
H 8.226545 3.207589 -3.697689 0.00 0.01 0.01
H 7.103123 0.942798 -3.028583 0.00 0.00 0.00
H 10.413109 -3.185055 -1.895487 0.00 0.00 0.00
```
Forces are in eV/Å.

=====

# 2
The following is a DFT calculation (ωB97M-V/def2-TZVPD) of a 4-piece molecular cluster, C49H41FNO8P2 overall.

## Properties
gap between HOMO and LUMO = 6.74 eV
HOMO = -10.7 eV
total charge = +1

The geometry in XYZ format:
```
102
Properties=species:S:1:pos:R:3:forces:R:3
C 0.232847 -4.672046 -4.790790 -0.22 0.93 0.78
C 1.877584 -4.418498 -4.952692 -0.73 -0.86 -1.74
P 2.198736 -2.661766 -4.263234 -1.53 -0.43 0.11
C 1.139342 -1.510633 -5.424407 0.01 -0.81 -1.46
P 4.257434 -2.000559 -4.556205 0.61 0.54 0.05
C 4.328111 -0.179971 -3.866410 0.63 0.76 0.57
O 2.961199 0.326654 -3.508120 1.92 -1.70 -1.70
N 3.198076 1.020969 -2.353313 -2.94 -0.82 4.12
O 2.355782 0.704932 -1.528698 2.90 1.92 -2.75
C 5.567410 -2.977656 -3.562951 1.64 -0.49 -0.66
C 5.403299 -4.608034 -3.613112 0.69 -0.50 1.43
C 4.462173 -5.056958 -2.348477 -0.24 -0.27 0.51
F 4.974208 -5.125011 -4.933264 0.56 1.55 2.74
H -0.072068 -5.793511 -4.932760 0.84 2.24 0.04
H -0.383550 -3.962398 -5.526979 1.41 -1.77 1.58
H -0.085867 -4.375540 -3.680168 0.65 -0.64 -2.36
H 2.134516 -4.409623 -6.118524 -0.43 -0.31 2.58
H 2.452686 -5.278689 -4.405958 -0.94 1.97 -1.04
H 1.032126 -2.110410 -6.450382 0.29 1.49 2.08
H 1.649291 -0.474895 -5.620491 -1.24 -1.99 0.55
H 0.060106 -1.454047 -4.975069 2.26 0.20 -0.65
H 4.649569 -1.919347 -5.949713 0.17 0.01 1.00
H 4.839431 0.558961 -4.616138 -0.89 -1.55 1.37
H 4.915294 -0.221282 -2.828116 -0.93 -0.01 -2.54
H 5.656921 -2.605989 -2.446152 -0.56 -0.79 -2.31
H 6.620137 -2.734922 -4.067367 -2.34 -0.26 0.94
H 6.493881 -5.055516 -3.422806 -2.51 0.94 -0.65
H 4.197144 -6.217346 -2.338213 0.64 2.60 -0.26
H 5.069785 -4.844622 -1.343261 -1.13 -0.45 -2.34
H 3.462408 -4.423150 -2.237526 2.09 -1.35 -0.52
C 0.568555 -1.000490 -0.351366 -0.44 -0.19 0.35
C 0.344573 -1.342866 -1.684638 -0.54 -0.08 0.00
C -0.939324 -1.686273 -2.111193 0.46 0.10 0.21
C -2.001171 -1.699202 -1.198621 0.62 0.08 -0.04
C -1.772439 -1.380744 0.139436 0.65 0.12 -0.25
C -0.486553 -1.019198 0.561918 0.31 -0.06 -0.25
C -2.875036 -1.439190 1.120731 -0.04 0.30 1.47
O -2.675697 -1.156154 2.295626 0.02 -0.18 -0.71
C -4.218349 -1.851851 0.667630 -0.57 -0.14 0.19
C -5.259458 -1.967484 1.597987 -0.26 -0.07 -0.06
C -6.536215 -2.344260 1.175791 0.37 0.10 0.00
C -6.778711 -2.596817 -0.174130 0.34 0.06 -0.14
C -5.742127 -2.487842 -1.102279 -0.20 -0.03 0.19
C -4.457029 -2.124033 -0.678608 -0.55 -0.12 0.02
C -3.359198 -2.046331 -1.662521 -0.55 -0.32 -1.32
O -3.570412 -2.272644 -2.848424 0.28 0.13 0.63
H 1.567340 -0.723932 -0.020810 -0.35 -0.13 0.04
H 1.169423 -1.340573 -2.393721 -0.36 0.09 0.34
H -1.107698 -1.947381 -3.154682 -0.23 0.03 0.28
H -0.303124 -0.756114 1.602196 -0.22 -0.10 -0.21
H -5.079286 -1.768987 2.653327 0.10 -0.01 -0.28
H -7.341924 -2.438522 1.900649 0.19 0.03 -0.12
H -7.774856 -2.883288 -0.504353 0.21 0.06 0.05
H -5.937809 -2.691323 -2.153797 0.22 0.08 0.24
C 1.432786 3.831045 -2.155826 0.29 0.23 -0.04
C 0.439329 4.590979 -2.772714 0.17 0.32 -0.12
C 0.737862 5.861946 -3.266463 -0.11 -0.32 0.10
C 2.031669 6.380107 -3.132123 -0.40 -0.55 0.16
C 3.018556 5.630228 -2.493480 -0.44 -0.47 0.05
C 2.721486 4.347695 -2.014349 -0.33 -0.13 -0.05
C 4.373507 6.186596 -2.302073 1.07 -0.61 0.63
O 5.241979 5.527125 -1.744326 -0.49 0.26 -0.32
C 4.663941 7.551555 -2.784374 0.41 0.46 -0.02
C 5.927244 8.113430 -2.558094 0.09 0.30 -0.11
C 6.214559 9.398716 -3.022644 -0.18 -0.36 0.08
C 5.247162 10.121009 -3.720720 -0.28 -0.24 0.00
C 3.986022 9.565936 -3.942673 0.26 0.12 0.06
C 3.691015 8.282224 -3.464773 0.38 0.49 -0.10
C 2.342826 7.718094 -3.673337 -1.03 0.98 -0.81
O 1.490541 8.354069 -4.282715 0.56 -0.50 0.43
H 1.202530 2.836828 -1.779214 -0.02 0.27 -0.02
H -0.568284 4.193347 -2.871624 0.18 0.10 0.01
H -0.041461 6.447402 -3.751535 0.32 -0.01 0.08
H 3.490421 3.750975 -1.526801 -0.05 0.31 -0.09
H 6.689218 7.554947 -2.016708 -0.31 0.01 -0.13
H 7.194420 9.835122 -2.841272 -0.19 -0.11 -0.03
H 5.473058 11.119379 -4.089021 -0.07 -0.20 0.07
H 3.234215 10.137708 -4.484196 0.07 -0.28 0.17
C -7.419102 -2.814161 9.782403 0.24 0.05 -0.27
C -6.837779 -2.165485 10.871572 0.32 0.14 -0.16
C -5.610866 -1.516436 10.724307 -0.29 -0.14 0.06
C -4.956735 -1.526278 9.486370 -0.49 -0.20 0.35
C -5.526199 -2.195728 8.403929 -0.50 -0.16 0.33
C -6.766122 -2.831512 8.549114 -0.13 0.00 0.28
C -4.821618 -2.254806 7.106952 -0.59 -0.66 -1.03
O -5.322829 -2.839648 6.154601 0.25 0.32 0.45
C -3.501261 -1.606858 6.976952 0.58 0.13 -0.38
C -2.796068 -1.704497 5.770299 0.29 0.13 -0.05
C -1.552657 -1.083358 5.634536 -0.32 -0.13 0.14
C -1.015559 -0.357087 6.697048 -0.29 -0.07 0.26
C -1.713310 -0.262863 7.902083 0.15 -0.03 -0.25
C -2.954341 -0.897456 8.045144 0.54 0.17 -0.36
C -3.667956 -0.821895 9.335260 0.59 0.80 1.21
O -3.194472 -0.187678 10.271087 -0.29 -0.41 -0.62
H -8.379674 -3.312169 9.894719 0.19 0.09 -0.04
H -7.340700 -2.162820 11.836064 0.11 0.02 -0.18
H -5.165531 -1.007649 11.577659 0.02 -0.06 -0.33
H -7.223310 -3.344554 7.704835 0.26 0.16 0.12
H -3.209801 -2.266971 4.934803 -0.02 0.15 0.28
H -1.004404 -1.164838 4.698451 -0.18 0.01 0.14
H -0.050330 0.132925 6.589174 -0.18 -0.08 0.05
H -1.285468 0.301763 8.728843 -0.26 -0.19 -0.10
```
Forces are in eV/Å.